Entry 1:
C5H31NO13 | ωB97M-V with the def2-TZVPD basis set

```
50
Properties=species:S:1:pos:R:3:forces:R:3:mulliken_charge:R:1
C 0.77598 1.78749 -0.90148 -1.195 0.842 0.202 -0.968
N 0.34174 1.66773 0.50074 1.622 -0.778 -0.082 -0.256
C 0.76035 0.33593 0.98340 -1.569 0.715 -0.204 0.047
C -0.26774 -0.77496 0.58269 1.140 -0.713 0.837 0.387
C 0.31428 -2.14468 0.91690 -0.812 -0.248 0.998 -0.100
O -0.36671 -3.04674 1.36613 -0.194 0.032 -0.289 -0.667
C 0.73696 0.29140 2.50819 -0.320 -0.864 -0.793 -0.342
O 0.97415 -0.75040 3.06494 0.430 0.167 0.410 -0.510
H 0.61197 2.84207 -1.14172 0.238 -0.175 -0.487 0.647
H 1.80370 1.50225 -1.08304 0.279 0.207 0.411 0.478
H 0.17335 1.14727 -1.54997 0.012 0.053 -0.107 -0.403
H -0.66065 1.80025 0.54598 -0.122 -0.187 0.005 0.434
H 1.78251 0.17094 0.64980 -0.030 -0.251 -0.088 0.538
H -1.12184 -0.55759 1.22991 -0.125 -0.494 -0.226 -0.612
H -0.64187 -0.94621 -0.43226 0.462 1.074 -0.206 0.700
H 1.36291 -2.35805 0.73005 0.231 0.350 -0.027 0.399
H 0.34847 1.17039 3.01784 0.279 0.291 0.414 0.172
H -3.14663 -3.15887 -0.47817 0.014 -0.098 0.163 0.263
H -1.84263 -2.89306 0.35110 -0.023 -0.196 0.262 0.342
O -2.37900 -2.58559 -0.40154 -0.511 0.321 -0.317 -0.639
H -3.25859 -0.39085 0.38638 -0.114 0.798 -0.502 0.290
H -3.91772 0.91014 1.24990 0.143 0.125 -1.275 0.329
O -3.62612 0.00099 1.18135 -0.382 -0.813 1.310 -0.697
H -1.46965 2.19723 -2.70339 -0.481 0.291 -0.496 0.320
H -3.02527 1.76114 -2.61580 0.211 0.428 -0.555 0.272
O -2.15421 1.73201 -2.21986 0.253 -0.788 1.049 -0.583
H 2.25350 -2.19095 -1.70008 0.230 0.075 -0.040 0.281
H 2.29043 -0.64072 -1.70202 -0.294 -0.463 -0.125 0.252
O 1.99952 -1.42491 -1.17341 0.302 -0.045 -0.034 -0.495
H 2.74498 3.69916 0.42274 0.110 0.329 -0.088 0.309
H 1.78393 3.40473 1.50402 -0.165 0.157 0.055 0.346
O 2.21514 4.16028 1.08448 0.152 -0.444 -0.085 -0.650
H -1.12590 2.50463 3.20664 -0.041 0.015 0.028 0.365
H -0.10656 3.13020 2.23618 -0.175 -0.037 -0.073 0.326
O -0.74747 3.34563 2.92456 -0.091 0.064 0.051 -0.686
H -2.79712 0.10152 2.68313 0.473 -0.377 0.546 0.400
H -1.88723 -0.92715 3.34236 0.051 0.000 0.220 0.299
O -2.16598 -0.00868 3.43200 -0.140 0.275 -0.396 -0.669
H 0.23563 -2.41362 -1.80809 -0.108 0.184 0.055 0.322
H -1.29294 -2.72417 -1.87821 0.501 -0.091 0.128 0.465
O -0.45870 -2.74265 -2.39009 -0.339 -0.093 -0.382 -0.719
H 1.35688 0.18685 -3.41697 0.251 0.176 0.281 0.482
H 2.73396 -0.31583 -3.75775 0.285 0.248 -0.009 0.281
O 2.30735 0.31402 -3.16261 -0.348 -0.278 -0.541 -0.725
H -0.98177 -0.05558 -3.06324 0.162 0.601 -0.029 0.271
H -0.53229 -1.19889 -3.83980 0.609 -0.030 -0.088 0.395
O -0.32614 -0.24958 -3.75242 -0.799 -0.426 0.134 -0.746
H 3.55994 -2.06444 0.88488 -0.692 0.330 0.095 0.331
H 3.06398 -1.63502 2.37196 -0.574 0.005 -0.502 0.358
O 3.76911 -1.96502 1.81364 1.203 -0.262 0.393 -0.635
```
Forces are in eV/Å.

## Properties
SMILES: CN[C@@H](C=O)CC=O.O.O.O.O.O.O.O.O.O.O.O
Strongest force on any atom: 1.8 eV/Å
Energy above the lowest of the compared OMol25 structures with the same formula, charge and spin: 79.4 kcal per mole
Gap between HOMO and LUMO: 9.56 eV
Multiplicity: 1
Total charge: 0

Entry 2:
C5H32N2O11 | ωB97M-V with the def2-TZVPD basis set

```
50
Properties=species:S:1:pos:R:3:forces:R:3:mulliken_charge:R:1
C 0.12207 -1.12615 1.46466 -0.408 -1.885 0.853 -0.560
N -1.28831 -1.59207 1.16329 0.686 -0.291 -1.805 -0.063
C -1.47682 -2.51616 0.11393 -0.352 -0.846 2.056 0.009
O -0.57794 -3.01810 -0.57087 -1.646 1.170 1.435 -0.591
C 0.28528 0.34373 1.45445 -1.541 2.259 -1.455 -0.221
C 1.64741 0.80206 1.03728 4.568 -2.178 2.156 -1.122
C 2.57534 1.58006 2.15177 1.209 -1.645 -2.723 -0.977
N 2.75990 0.81517 3.41701 -1.968 0.161 0.444 -0.562
H 0.91566 -1.34403 0.68015 -1.748 -1.124 0.746 0.394
H 0.32474 -1.71528 2.39727 0.606 0.857 -0.580 -0.065
H -2.12893 -1.18309 1.64425 1.568 -0.629 -0.828 0.255
H -2.58799 -2.89090 0.18793 2.056 0.574 -0.543 0.272
H -0.06398 1.05311 2.18896 -0.298 -0.638 1.244 1.218
H -0.46317 0.55207 0.65330 0.959 -0.057 -0.033 -0.656
H 1.76860 1.24849 0.05541 -0.113 -0.151 0.320 0.904
H 2.32931 -0.15236 1.03380 -1.219 1.363 -0.565 0.410
H 3.57366 1.75679 1.57629 -1.388 -0.552 1.231 0.359
H 2.18073 2.53216 2.22184 -0.989 2.195 0.896 0.376
H 2.63611 1.41141 4.29212 0.911 -0.856 -1.924 0.313
H 1.83762 0.29720 3.48753 1.570 0.442 0.016 0.237
H -4.17149 0.33820 -1.19418 1.005 0.229 -0.882 0.279
H -2.87974 0.78473 -1.80919 8.351 4.836 2.731 0.235
O -3.58928 0.37255 -1.98715 -9.256 -4.871 -1.739 -0.605
H -1.14432 1.88960 0.69790 -2.625 0.671 0.413 0.410
H -2.23631 2.96093 0.56281 -0.148 -0.368 0.188 0.318
O -2.13448 2.06279 0.92190 2.289 0.307 -0.802 -0.661
H 0.27406 0.29326 -1.46613 0.532 -0.943 -0.002 0.254
H -0.58753 0.33727 -2.78326 0.347 -0.428 0.318 0.084
O -0.35547 0.78215 -1.97302 -1.238 1.285 0.094 -0.240
H -2.59460 1.51838 -4.89441 2.706 -1.550 1.047 0.323
H -2.29816 0.51782 -3.81939 -1.138 -1.244 1.495 0.348
O -1.81127 0.96479 -4.47396 -1.766 2.569 -2.567 -0.683
H 0.14932 -0.01231 -4.23139 -0.657 0.336 -1.689 0.272
H 1.59217 -0.43566 -4.83912 -0.076 -0.016 -1.486 0.275
O 1.04111 -0.27625 -4.10000 1.021 -0.485 2.504 -0.615
H -3.47571 -1.79686 -2.35174 -0.373 -0.034 -0.351 0.277
H -2.86269 -3.26922 -2.14395 -0.024 1.289 -0.084 0.260
O -2.78441 -2.30771 -1.93744 0.051 -1.026 -0.407 -0.491
H -0.41059 1.77429 4.90688 4.267 0.045 -0.921 0.307
H 1.17933 2.35827 4.61093 -0.638 1.056 0.185 0.279
O 0.62089 1.58957 4.64546 -4.713 -0.657 1.205 -0.680
H 1.42193 2.76148 -0.47584 1.476 0.138 0.520 0.319
H 0.48035 2.65769 -1.54964 -0.831 -2.066 -6.114 0.305
O 0.53646 2.91909 -0.71855 -0.927 2.720 5.636 -0.543
H 3.86018 -1.36915 3.03060 0.606 0.576 -0.199 0.314
H 2.58978 -2.08582 3.01045 1.639 -0.058 -1.815 0.315
O 3.40556 -1.94381 2.40964 -2.251 -0.565 1.900 -0.649
H 0.75363 -2.87855 -3.37654 1.915 7.466 -2.056 0.271
H 0.52064 -3.68240 -2.16456 -0.238 0.067 -1.366 0.397
O 0.54139 -3.67927 -3.15749 -1.769 -7.451 3.306 -0.607
```
Forces are in eV/Å.

## Properties
SMILES: NCCCCNC=O.O.O.O.O.O.O.O.O.O.O
Strongest force on any atom: 10.6 eV/Å
Energy above the lowest of the compared OMol25 structures with the same formula, charge and spin: 176.1 kcal per mole
Gap between HOMO and LUMO: 9.74 eV
Multiplicity: 1
Total charge: 0

Entry 3:
C5H32N2O9 | ωB97M-V with the def2-TZVPD basis set

```
48
Properties=species:S:1:pos:R:3:forces:R:3:mulliken_charge:R:1
C -1.03981 -0.94773 -3.00882 -0.646 -0.071 -0.694 -1.094
N -0.45194 -0.45040 -1.76412 -0.112 -2.385 -0.384 0.755
C -1.46583 -0.28955 -0.69575 0.578 2.394 -0.259 -0.798
C 0.47263 -1.54254 -1.32238 0.512 3.447 0.259 -1.392
C 1.85362 -1.25585 -1.90521 0.995 -1.619 1.626 -0.701
N 2.59644 -0.36607 -0.98908 0.218 -1.147 -0.887 -0.028
C 3.56197 0.42179 -1.73943 -0.771 0.856 -0.146 -0.992
H -1.42772 -1.98533 -2.98975 -0.652 0.293 0.882 0.351
H -0.31840 -1.16906 -3.82826 0.018 1.321 0.441 0.302
H -1.84219 -0.22963 -3.25485 0.406 -0.552 -0.620 0.336
H -1.65921 -1.18882 -0.15434 -0.379 -0.714 0.328 0.335
H -1.09379 0.50242 -0.00743 0.073 -0.895 -0.022 -0.032
H -2.37386 0.22003 -1.02232 -0.144 -0.535 -0.498 0.389
H 0.50377 -1.34394 -0.24733 0.498 -0.608 -0.341 0.461
H 0.08246 -2.52333 -1.48234 -0.366 -0.795 -0.344 0.535
H 1.92788 -0.90616 -2.92379 -0.719 0.358 -0.449 0.449
H 2.42922 -2.20989 -1.91316 -0.262 0.251 -0.159 0.297
H 1.95423 0.09487 -0.36115 0.246 0.706 -0.311 0.190
H 3.08122 1.28268 -2.23628 0.102 -0.120 -0.112 0.293
H 4.31921 0.83724 -1.10168 0.507 0.076 0.371 0.319
H 4.04253 -0.16322 -2.53832 -0.165 -0.070 0.521 0.355
H -2.12799 0.54055 2.62880 -0.489 -0.137 0.162 0.479
H -3.55659 0.42437 3.25427 0.363 0.109 -0.307 0.294
O -2.64315 0.12822 3.34313 -0.016 -0.715 0.568 -0.662
H 0.07790 -3.34212 1.54437 -0.225 0.327 0.333 0.237
H 1.32913 -3.20979 0.71765 0.114 0.134 -0.081 0.279
O 0.73823 -2.68926 1.27394 0.190 -0.742 0.425 -0.589
H -2.41717 2.76215 1.02287 -0.125 -0.328 -0.036 0.299
H -2.14163 2.53233 2.55218 -0.101 0.090 -0.091 0.314
O -2.49770 2.12095 1.75713 -0.064 0.601 -0.110 -0.670
H -0.00802 3.20275 1.51296 0.063 0.149 -0.056 0.265
H 0.12657 1.79977 1.00655 -0.142 -0.081 0.089 0.164
O 0.13800 2.71686 0.69621 0.343 -0.088 -0.087 -0.612
H 3.47398 -0.44770 1.46996 -0.114 0.345 0.038 0.337
H 2.26376 -1.25760 1.77181 -0.185 -0.086 0.198 0.313
O 2.70143 -0.44095 2.05253 0.412 -0.459 -0.233 -0.754
H 0.29483 2.56382 -1.72162 -0.213 0.456 0.037 0.327
H -0.03405 1.43946 -2.58501 -0.606 -0.240 0.003 0.304
O -0.37458 2.32812 -2.38355 1.025 -0.032 0.196 -0.751
H -0.96484 -2.76820 4.00201 -0.256 -0.133 -0.342 0.313
H -2.28208 -2.15921 3.60929 -0.056 0.288 -0.370 0.290
O -1.64244 -2.81877 3.30622 0.511 0.008 0.557 -0.624
H -0.00829 -0.69623 2.47908 -0.777 -0.019 0.140 0.187
H 1.08536 0.24448 2.40049 -0.250 0.665 0.358 0.508
O 0.12703 0.25234 2.61790 0.892 -0.433 -0.575 -0.591
H -2.60438 4.06757 -0.99976 0.368 -0.070 -0.202 0.262
H -1.64699 2.79854 -0.99272 -0.359 0.456 -0.441 0.432
O -2.55876 3.12010 -0.85087 -0.239 -0.255 0.629 -0.680
```
Forces are in eV/Å.

## Properties
SMILES: CNCCN(C)C.O.O.O.O.O.O.O.O.O
Strongest force on any atom: 3.5 eV/Å
Energy above the lowest of the compared OMol25 structures with the same formula, charge and spin: 50.5 kcal per mole
Gap between HOMO and LUMO: 9.14 eV
Multiplicity: 1
Total charge: 0